No. 1
124
Properties=species:S:1:pos:R:3:forces:R:3 method="wB97M-V/def2-TZVPD" homo_ev=-10.97 charge=+1
C -3.93162 1.64530 -0.52395 -0.1 0.0 -1.0
C -2.87579 2.34326 0.56458 -1.0 -1.4 -0.3
C -1.96409 1.11922 1.16383 1.9 -2.6 2.8
C -0.93597 0.18664 0.22885 -0.5 1.1 1.2
N -0.89181 0.59400 -1.25590 1.2 -0.8 3.9
N -0.10443 -0.94127 0.73423 -3.5 3.9 -0.2
N -0.21310 -1.26182 2.05233 -1.8 1.4 3.3
C 0.66506 -2.45538 2.50025 1.5 -1.1 -0.7
C -0.20119 -3.80629 2.83371 0.3 -0.2 0.9
C 0.26220 -5.15134 2.01944 -0.3 -0.5 0.1
C -1.02390 -6.21464 2.13432 0.1 1.5 -0.9
O -1.24040 -6.50608 3.58472 -3.1 2.1 0.0
C -2.54272 -5.95548 4.03424 -5.6 -2.1 -2.1
C -2.68742 -4.73387 5.15006 0.7 0.4 0.6
O -3.72233 -6.42691 3.54200 8.0 3.0 2.8
C -1.01978 -0.64588 3.16661 -1.5 2.0 -2.4
C -1.08310 -1.13015 4.73099 0.0 -0.3 0.5
C 0.27544 -0.85056 5.60446 0.2 0.3 1.0
C 0.94129 0.63871 5.38493 0.5 0.1 0.8
C 2.23736 0.66804 4.38131 0.0 0.2 0.5
C 3.51630 -0.23466 4.86877 0.9 0.1 -0.4
C 4.59863 -0.38140 3.60949 0.3 0.1 0.1
C 4.56808 0.89147 2.57593 1.0 0.0 -0.2
C 5.77271 0.82502 1.41850 -2.0 0.8 -0.2
C 5.58475 2.23862 0.54460 0.5 0.0 0.2
C 6.25275 2.16874 -0.95120 -0.5 0.4 0.6
C 5.83163 3.57965 -1.74279 0.6 -0.5 0.3
O 5.24724 3.28841 -3.07883 -1.6 0.5 1.9
C 3.76439 3.12085 -2.93165 0.2 -0.3 0.4
C -2.00013 0.65075 2.77008 1.4 -0.8 -3.9
O -2.88461 1.34325 3.72002 0.9 -2.5 -3.4
H -5.05763 1.78108 -0.21491 2.4 -0.3 -0.4
H -3.81846 2.14791 -1.59958 -0.2 -1.1 2.4
H -3.69201 0.50399 -0.67021 -0.6 2.3 0.4
H -2.28186 3.15122 -0.04553 -0.8 -1.6 1.7
H -3.56289 2.81685 1.41769 2.1 -0.9 -1.8
H 0.03439 0.35599 -1.67662 -0.9 -0.1 0.4
H -0.98682 1.62824 -1.36044 -0.1 -1.2 0.4
H 1.39824 -2.74636 1.60399 -1.8 1.1 1.8
H 1.38460 -2.11333 3.37882 -1.9 -0.6 -1.8
H -0.06079 -4.01786 4.00009 -0.5 0.4 -2.6
H -1.34170 -3.63216 2.63131 2.1 -0.1 0.3
H 0.48838 -4.93780 0.87775 -0.7 -0.3 2.3
H 1.25386 -5.63800 2.47136 -2.3 1.1 -0.9
H -1.98296 -5.60509 1.76834 2.1 -1.6 0.5
H -0.86111 -7.18987 1.49239 -0.4 1.9 1.6
H -1.64692 -4.38813 5.59553 -2.1 -1.0 -0.9
H -3.39445 -5.02791 6.06202 1.6 0.2 -2.2
H -3.17493 -3.75285 4.69003 0.9 -2.4 0.5
H -1.37230 -2.27910 4.86755 0.7 2.5 -0.8
H -1.95887 -0.53411 5.28056 1.9 -1.1 -1.7
H -0.05339 -0.89154 6.75099 0.5 -0.1 -2.6
H 1.09551 -1.71215 5.50260 -1.9 1.9 0.0
H 1.32210 0.98808 6.46098 -0.8 -0.7 -2.4
H 0.13480 1.45613 5.07208 1.6 -1.9 0.5
H 2.61271 1.79561 4.34938 -0.9 -2.5 -0.2
H 1.92464 0.32227 3.29986 0.6 0.8 2.1
H 4.12358 0.28609 5.74065 -1.6 -1.0 -1.6
H 3.23395 -1.32466 5.23655 0.4 2.3 -0.7
H 4.39839 -1.39974 3.06905 0.3 1.9 0.7
H 5.71514 -0.45062 4.02634 -2.5 0.1 -0.8
H 4.75099 1.87633 3.22484 -0.6 -2.0 -1.5
H 3.55950 0.97581 1.94388 2.1 -0.1 1.7
H 5.45704 -0.06831 0.70493 1.1 1.7 1.5
H 6.84305 0.71053 1.87751 -2.1 0.2 -1.0
H 6.08210 3.15274 1.12722 -1.0 -2.0 -1.2
H 4.42719 2.51442 0.45653 2.4 -0.8 0.1
H 7.41123 2.06150 -0.82479 -2.2 0.3 -0.4
H 5.86771 1.21178 -1.52565 0.6 2.1 1.0
H 5.02884 4.15369 -1.08272 1.8 -1.0 -1.3
H 6.81115 4.24587 -1.88052 -2.3 -1.5 0.1
H 3.20235 4.14913 -2.83031 1.2 -1.7 -0.2
H 3.34429 2.55415 -3.87353 1.1 1.0 2.0
H 3.58818 2.51388 -1.93008 0.0 1.0 -2.2
H -3.80503 1.28930 3.27955 2.0 0.2 1.0
C -3.52026 -2.85407 -1.71361 0.0 -0.3 0.3
N -4.43333 -1.79812 -2.22833 -0.7 0.7 -0.3
O -5.53443 -1.68418 -1.67741 1.5 0.1 -0.9
O -4.01880 -1.11341 -3.17090 -0.7 -0.8 1.4
H -4.01192 -3.37524 -0.88948 0.0 0.2 -0.2
H -3.31432 -3.54150 -2.53661 0.1 0.2 0.1
H -2.60835 -2.36202 -1.36935 -0.1 0.0 -0.2
C 0.51810 -0.37486 -5.04471 -0.2 -0.1 0.2
N 1.65300 0.20692 -4.27843 0.9 -0.1 -0.3
O 1.42191 0.58454 -3.12391 0.7 -0.2 -1.0
O 2.74382 0.26800 -4.85762 -1.7 0.1 1.3
H -0.37438 -0.36612 -4.41547 0.3 0.1 -0.2
H 0.36966 0.24222 -5.93324 0.2 -0.2 0.1
H 0.79114 -1.39760 -5.31242 0.1 0.2 0.0
C -6.98820 1.13534 -2.73053 0.0 -0.3 0.2
N -7.90127 2.19129 -3.24525 -0.8 0.8 -0.3
O -9.00237 2.30523 -2.69433 1.5 0.0 -0.9
O -7.48674 2.87599 -4.18782 -0.7 -0.9 1.3
H -7.47986 0.61416 -1.90641 0.1 0.2 -0.3
H -6.78226 0.44790 -3.55353 0.1 0.2 0.2
H -6.07629 1.62738 -2.38627 -0.1 -0.1 -0.3
C 6.90630 7.74748 -0.73883 0.0 0.3 -0.2
N 7.62686 6.47381 -0.47009 0.8 -0.8 0.1
O 8.66325 6.26374 -1.11093 -1.6 0.1 1.1
O 7.13167 5.72093 0.37669 0.8 0.9 -1.2
H 7.45171 8.30788 -1.50107 -0.1 -0.2 0.2
H 5.90486 7.49161 -1.09091 0.2 0.0 0.2
H 6.86710 8.30780 0.19750 -0.1 -0.2 -0.1
C -6.74934 -4.80482 3.40475 -0.1 -0.1 0.3
N -6.05585 -3.91275 2.43680 0.3 0.3 -0.8
O -5.54865 -2.87760 2.88417 -0.4 -1.1 -0.8
O -6.04021 -4.27697 1.25519 0.2 0.8 1.8
H -6.68522 -4.36265 4.40120 0.0 0.0 -0.3
H -7.79048 -4.89004 3.08684 0.2 0.0 0.0
H -6.24573 -5.77330 3.37952 -0.1 0.2 -0.1
C -3.21343 -0.57141 -7.79395 -0.1 0.2 -0.3
N -2.37474 -0.42311 -6.57400 0.4 0.2 0.6
O -1.87500 0.68791 -6.36232 -0.7 -1.6 0.0
O -2.24183 -1.42629 -5.86333 0.0 1.5 -0.8
H -3.24277 0.38465 -8.32084 0.1 -0.2 0.2
H -2.75484 -1.34158 -8.41752 -0.1 0.0 0.2
H -4.21455 -0.86507 -7.47187 0.2 -0.1 0.0
C 1.74900 3.12222 -6.60228 0.2 -0.2 0.2
N 0.98097 2.83017 -7.84265 -0.7 0.0 -1.0
O 0.93523 1.65225 -8.21591 -0.1 1.5 0.4
O 0.44565 3.79174 -8.40648 0.8 -1.6 0.8
H 2.16297 2.18882 -6.21509 -0.1 0.2 -0.2
H 2.54781 3.81857 -6.86556 -0.2 0.0 0.1
H 1.05715 3.56494 -5.88287 0.1 0.1 -0.2

***

No. 2
10
Properties=species:S:1:pos:R:3:forces:R:3 method="wB97M-V/def2-TZVPD" e_above_lowest_ev=0.525 homo_ev=-10.84 charge=0
C -1.16064 0.34663 -0.11093 -1.3 0.9 -0.3
N 0.92232 -1.13467 0.07656 -0.2 -0.4 -0.1
O 1.00795 1.06160 1.09268 0.9 1.5 3.5
O 1.23452 0.99441 -1.31628 -1.4 -1.2 1.0
F -1.72731 -0.58322 -0.93034 1.1 0.2 0.5
S 0.68266 0.44134 -0.09216 0.1 -0.6 -4.7
Cl -1.75130 1.91453 -0.62958 0.1 0.3 -0.3
Br -1.79054 0.09498 1.69699 0.0 -0.5 0.0
H 1.12687 -1.77512 -0.65040 -0.1 0.0 -1.3
H 1.45547 -1.36046 0.86346 0.7 -0.2 1.6

***

No. 3
76
Properties=species:S:1:pos:R:3:forces:R:3 method="wB97M-V/def2-TZVPD" homo_ev="-5.43 / -9.35" s2=24.762 spin_multiplicity=10 charge=0
Cr 0.54080 2.50873 2.12175 -0.5 -0.3 -1.4
Cr -1.00974 -0.87097 -0.58981 -0.4 1.3 1.4
C 2.69590 -2.65579 -1.61383 -1.5 1.5 -0.1
F 3.95819 -2.69338 -2.00332 -0.6 -0.1 0.0
F 1.95143 -3.61886 -2.09855 0.5 -1.1 -0.3
F 2.59642 -2.73379 -0.29981 0.6 0.3 0.3
S 1.81872 -0.97035 -2.23671 3.6 0.7 -2.3
O 2.11287 0.01744 -1.23305 -1.1 -0.5 -0.1
O 2.43335 -0.69022 -3.58099 -2.3 -0.8 3.5
N 0.10761 -1.41213 -2.26109 4.1 1.7 1.3
S -0.09857 -2.15925 -3.59424 0.8 -3.5 -6.6
O 1.04645 -2.84674 -4.32905 -3.3 3.0 2.5
O -1.22750 -3.02558 -3.46960 -1.0 0.2 0.5
C -0.72425 -0.74029 -4.88786 1.1 -0.9 -2.1
F 0.32842 -0.04713 -5.44323 -1.5 -0.6 1.5
F -1.29618 -1.37246 -5.97135 0.5 0.2 1.5
F -1.66176 0.10288 -4.42349 0.9 -0.3 0.4
C -3.65893 0.76341 2.76438 -0.3 0.3 -0.7
C -2.36694 0.83480 1.94026 3.1 1.6 2.3
O -2.14697 0.02904 1.02749 -0.8 -1.7 -2.3
O -1.45469 1.67346 2.29356 -1.7 -0.2 -0.1
H -3.68057 1.23412 3.74727 0.7 0.1 -0.2
H -4.07756 -0.23736 2.87071 0.3 -0.1 -0.3
H -4.34623 1.35745 2.16203 -0.4 -0.1 0.0
N 1.31162 -0.77984 1.96347 -1.5 3.6 -1.7
O 1.27462 0.40562 2.35450 0.6 0.0 1.2
O 0.66382 -0.97413 0.91458 -1.2 -1.8 -1.7
O 1.95551 -1.60810 2.49384 1.4 -2.4 1.3
C -0.55288 -3.87879 0.52075 0.9 -0.5 -0.4
O -1.44918 -2.84581 0.05454 -0.1 -1.4 0.3
C -2.71425 -3.33739 -0.37729 -1.0 0.2 -0.3
C -3.63769 -2.20799 -0.87118 -0.7 -0.5 0.6
N -2.99817 -1.26916 -1.78685 -0.5 0.8 -0.6
C -3.93539 -0.17442 -2.10895 -1.5 1.1 1.0
C -5.14165 -0.56506 -3.06424 1.7 -1.8 0.4
O -4.57680 -1.44085 -4.10046 -1.0 1.5 1.5
C -4.59944 -0.83259 -5.35909 1.4 0.1 -0.8
H -0.02894 -4.40134 -0.27957 -0.2 0.4 -0.8
H -1.00510 -4.71987 1.04628 -0.7 0.6 0.4
H 0.26549 -3.45435 1.10232 -0.5 0.4 0.2
H -3.21455 -3.83226 0.45511 0.0 0.0 0.2
H -2.66558 -4.06585 -1.18665 0.7 -0.1 -0.1
H -4.16311 -1.69502 -0.06564 0.9 0.5 0.5
H -4.52667 -2.64120 -1.32958 0.2 -0.7 -0.5
H -3.16279 -1.62169 -2.71890 1.8 -1.7 -0.7
H -3.43248 0.65929 -2.59895 0.3 -0.1 0.2
H -4.28839 0.12029 -1.12070 -0.4 0.8 -0.2
H -5.62206 0.32426 -3.47219 0.1 -0.1 0.0
H -5.87396 -1.24609 -2.63062 -0.2 0.5 0.6
H -5.28635 0.00503 -5.48012 -0.9 -0.6 0.0
H -4.68531 -1.68731 -6.03004 -0.3 0.6 -0.6
H -3.66250 -0.30319 -5.53221 0.4 -0.4 -0.2
C 0.09485 1.86057 5.23135 -0.1 -0.9 0.7
O 0.88879 2.32214 4.15426 0.5 0.4 3.1
C 2.16470 2.76176 4.66130 1.7 0.5 -3.0
C 3.18794 2.24224 3.55581 -0.1 -0.1 3.2
N 2.82354 2.78360 2.26450 -0.2 -0.1 -1.0
C 3.55083 2.19431 1.10157 0.8 0.1 1.7
C 5.04180 2.60617 1.19642 0.5 -1.6 -1.6
O 5.28831 3.97376 1.14834 1.1 1.6 0.0
C 6.68685 4.40367 1.14893 -0.4 0.5 -0.3
H 0.57087 0.98485 5.67251 0.1 -0.3 -0.1
H -0.89450 1.53263 4.91237 0.1 0.5 -0.3
H 0.04925 2.56893 6.05853 -0.3 0.5 -0.2
H 2.52665 2.48138 5.65048 -0.8 -0.7 0.0
H 2.21765 3.84966 4.61922 -0.4 0.2 0.2
H 3.22135 1.17651 3.78209 -0.6 -0.4 -1.4
H 4.19748 2.48658 3.88630 0.2 0.8 -0.1
H 3.31419 3.66566 2.22797 -0.8 1.0 0.5
H 3.09131 2.52187 0.16902 0.1 0.0 0.1
H 3.49819 1.11108 1.21091 0.0 0.0 -0.4
H 5.40988 2.11658 0.29480 0.6 0.0 -0.3
H 5.63379 2.16291 1.99715 -0.5 -0.3 0.5
H 7.29152 4.23978 0.25696 -0.6 -1.1 -0.5
H 7.30688 4.08276 1.98600 -0.5 -0.4 0.3
H 6.74979 5.49167 1.12945 -0.9 0.1 0.5